Here is one molecule with the formula C11H22NOP at a distorted geometry from the OMol25 dataset. Energies are from ωB97M-V with the def2-TZVPD basis set.

Computed properties:
Structure (SMILES): CC(C)N([C@H](C)CO)P1C=CC[C@@H]1C
2S+1: 1
Highest occupied orbital energy: -7.24 eV
F_max: 5.0 eV Å⁻¹
Molecular weight: 215.3 g mol⁻¹
LUMO energy: 0.8 eV
ΔE to the lowest compared entry with this formula, charge and spin: 3.7473 eV

CARTESIAN COORDINATES (ANGSTROEM)
C (1.559084, -1.153844, 1.864526)
C (0.132219, -1.295478, 1.256910)
C (0.061217, -2.675354, 0.536982)
N (-0.078004, -0.160861, 0.249326)
C (-1.397995, 0.502328, 0.438683)
C (-1.542245, 1.425196, 1.626293)
C (-2.539661, -0.567829, 0.699865)
O (-2.537239, -1.685587, -0.221925)
P (0.306913, -0.563295, -1.374161)
C (2.145274, -0.691428, -1.133800)
C (2.581806, 0.542331, -0.999462)
C (1.678591, 1.605404, -1.161239)
C (0.620106, 1.123224, -2.145034)
C (-0.334381, 2.320913, -2.395742)
H (1.662595, -1.881282, 2.810880)
H (2.335674, -1.463343, 1.152368)
H (1.867051, -0.169096, 2.232488)
H (-0.700766, -1.454637, 1.906953)
H (-0.841404, -2.956313, 0.049022)
H (0.254734, -3.377039, 1.280976)
H (0.797137, -2.552539, -0.286583)
H (-1.577229, 1.047088, -0.450997)
H (-2.468017, 1.778837, 1.811917)
H (-1.137054, 0.957624, 2.582368)
H (-0.851915, 2.197196, 1.466911)
H (-2.367773, -0.970090, 1.701627)
H (-3.452774, -0.063384, 0.609686)
H (-3.365695, -2.202555, -0.215647)
H (2.775329, -1.668863, -1.139850)
H (3.595770, 0.652912, -0.830038)
H (1.131426, 1.754835, -0.116486)
H (2.154002, 2.554544, -1.338668)
H (1.130181, 1.023558, -3.034311)
H (-1.190464, 2.015869, -2.974891)
H (0.268395, 3.131265, -2.962154)
H (-0.674886, 2.919695, -1.496793)

Force components x, y, z for each atom (eV/Å):
-0.2021 -1.8486 2.4004
1.2363 -0.2439 -2.4042
1.3844 1.9282 -1.3351
-1.2564 0.1222 2.4464
-0.8657 -2.9935 0.6149
4.2995 -2.2572 1.0516
1.4057 -0.8892 -1.0192
-0.2791 0.4328 -0.1710
-0.4069 -0.8753 -1.8235
-0.3114 -2.0909 -0.6944
1.7691 -2.3211 0.0971
-2.2202 2.2515 2.4135
-0.8133 2.4227 3.0633
0.6031 1.2606 0.2241
-0.2383 1.4098 -1.9868
-0.4628 -0.0204 0.2082
-0.5682 0.0263 -0.1939
0.0041 1.2232 1.1208
-0.8304 0.3637 -0.0408
1.0166 -1.5873 0.9484
0.0253 -1.2834 0.7686
-0.5114 0.5203 -0.9955
-3.1633 1.1123 0.3137
-0.6833 0.1616 -1.0891
0.7723 1.6495 -0.1645
-0.5031 0.3228 0.0518
-1.5245 0.7867 0.2341
0.4835 0.7759 0.3116
-1.2388 2.0191 0.1819
2.0939 0.7726 0.4558
0.9908 -0.1308 -1.8474
0.1438 0.4843 -0.5756
0.9465 -1.0974 -2.1597
-0.3998 0.1859 -0.3043
-0.9562 -1.4329 0.5175
0.2604 -1.1604 -0.6187